[1]
Molecular formula: C29H50BiN4O
Method: DFT, ωB97M-V/def2-TZVPD

HOMO-LUMO gap: 8.034 eV
Electronic energy: -44708.12505 eV
Charge: +3

Each line ends with the Löwdin charge.
Element x y z (Å)
Bi  0.0575  0.1519  -0.2704  2.0680
C  -2.3703  -3.0134  2.1606  -0.0095
C  -1.6551  -1.6886  2.2556  -0.1951
C  -2.3752  -0.4898  2.0791  -0.2040
C  -3.8432  -0.5930  1.7398  -0.0295
C  -1.7575  0.7466  2.3516  -0.2326
C  -2.5452  2.0363  2.3857  -0.0336
C  -0.4136  0.7750  2.7835  -0.2523
C  0.1914  2.0475  3.3344  -0.0217
C  0.3221  -0.4237  2.8940  -0.2425
C  1.6981  -0.3624  3.5165  -0.0256
C  -0.3025  -1.6584  2.6325  -0.2138
C  0.4023  -2.9735  2.8798  -0.0215
H  -2.3265  -3.4533  1.1603  0.0821
H  -3.4191  -2.9160  2.4242  0.0903
H  -1.9406  -3.7399  2.8447  0.0912
H  -4.4020  -0.9090  2.6243  0.1183
H  -4.0291  -1.3383  0.9653  0.0884
H  -4.2921  0.3427  1.4243  0.0669
H  -2.7937  2.2790  3.4218  0.1189
H  -3.4887  1.9872  1.8538  0.0682
H  -1.9738  2.8713  1.9819  0.0706
H  0.9295  2.4931  2.6603  0.0743
H  0.6958  1.8432  4.2774  0.0991
H  -0.5621  2.7976  3.5463  0.0792
H  1.5990  -0.4318  4.6039  0.1256
H  2.2124  0.5715  3.3044  0.0756
H  2.3509  -1.1807  3.2249  0.0635
H  0.0235  -3.4212  3.8016  0.1188
H  1.4763  -2.8831  3.0238  0.0764
H  0.2189  -3.6929  2.0807  0.0935
C  -2.7407  1.6062  -0.8844  -0.0803
N  -1.7290  1.0257  -1.7960  -0.3546
C  -1.3328  2.0589  -2.7916  -0.0440
C  -2.3290  -0.1680  -2.4459  -0.1684
C  -1.3046  -1.1626  -2.9521  -0.1678
N  -0.4460  -1.6980  -1.8739  -0.3746
C  0.6983  -2.4255  -2.4659  -0.0478
C  -1.2011  -2.6403  -1.0223  -0.0821
H  -3.6282  1.9165  -1.4422  0.1308
H  -2.3284  2.4750  -0.3779  0.0743
H  -3.0319  0.8703  -0.1388  0.0517
H  -1.9156  1.9568  -3.7085  0.1156
H  -0.2793  2.0101  -3.0452  0.0579
H  -1.5307  3.0488  -2.3899  0.0939
H  -2.9481  0.1410  -3.2915  0.1483
H  -2.9958  -0.6469  -1.7283  0.1221
H  -0.6720  -0.7046  -3.7136  0.1205
H  -1.8372  -1.9839  -3.4427  0.1541
H  0.3418  -3.2341  -3.1102  0.1222
H  1.3021  -2.8623  -1.6772  0.0861
H  1.3158  -1.7616  -3.0672  0.0826
H  -1.5695  -3.4837  -1.6127  0.1279
H  -2.0520  -2.1480  -0.5496  0.0692
H  -0.5431  -3.0272  -0.2441  0.0866
O  1.8564  -1.6717  0.3289  -0.2103
C  3.2725  -1.6253  0.0344  -0.1798
C  3.9781  -0.4682  0.7272  -0.1242
C  3.2535  0.8763  0.5073  -0.1386
C  3.0812  1.1087  -0.9617  -0.2832
C  4.1471  1.5892  -1.7145  0.0336
C  4.0572  1.6560  -3.0927  0.0261
C  2.8863  1.2217  -3.7061  0.0062
C  1.8601  0.7728  -2.9106  -0.1420
N  1.9359  0.7292  -1.5642  -0.0585
H  1.7383  -1.8860  1.2652  0.0458
H  3.3465  -1.5298  -1.0488  0.1199
H  3.7307  -2.5748  0.3131  0.1461
H  4.9930  -0.4083  0.3307  0.1388
H  4.0664  -0.6537  1.7975  0.1175
H  3.8495  1.6721  0.9527  0.1423
H  2.2849  0.8633  1.0171  0.0470
H  5.0514  1.8957  -1.2047  0.1438
H  4.8883  2.0224  -3.6814  0.1407
H  2.7756  1.2356  -4.7814  0.1357
H  0.9419  0.4235  -3.3561  0.0799
C  1.1641  5.7319  -1.1993  -0.0515
C  0.6458  5.1165  0.1179  -0.1701
C  0.4622  3.6976  -0.0141  -0.1213
N  0.3129  2.5660  -0.1582  0.0932
H  1.2845  6.8033  -1.0584  0.0982
H  0.4618  5.5704  -2.0155  0.0838
H  2.1326  5.3156  -1.4726  0.0834
H  -0.3084  5.5656  0.4064  0.1432
H  1.3475  5.3122  0.9329  0.1427

[2]
Molecular formula: C33H44N3O2
Method: DFT, ωB97M-V/def2-TZVPD

HOMO-LUMO gap: 3.786 eV
Electronic energy: -43491.88130 eV
Charge: +1

Each line ends with the Löwdin charge.
Element x y z (Å)
C  2.2995  2.3888  2.0182  -0.0985
O  2.8134  2.8535  0.8125  -0.0229
C  4.1178  2.4652  0.7035  -0.4249
O  4.6896  1.7628  1.5075  0.1053
C  4.8584  3.0158  -0.4969  -0.1855
C  5.3105  4.4744  -0.2705  -0.1035
C  6.7594  4.5722  -0.7993  -0.1397
C  7.0968  3.1835  -1.3617  -0.1533
N  6.0910  2.2371  -0.8244  -0.0719
C  6.0377  0.8818  -1.2727  -0.2444
C  5.9180  -0.1261  -0.3922  -0.0208
C  5.8765  -1.5775  -0.7643  -0.1890
C  6.2341  -1.8437  -2.2389  -0.2011
C  5.6391  -0.7651  -3.1528  -0.1966
C  6.1383  0.6306  -2.7469  -0.1508
H  1.2928  2.7808  2.1707  0.0885
H  2.2801  1.2983  2.0053  0.0953
H  2.9543  2.7285  2.8221  0.1033
H  4.1998  2.9503  -1.3737  0.1507
H  4.6413  5.1834  -0.7709  0.1154
H  5.2586  4.7092  0.7983  0.1178
H  6.8608  5.3501  -1.5663  0.1085
H  7.4543  4.8418  0.0053  0.1096
H  7.0274  3.1673  -2.4523  0.1025
H  8.1031  2.8485  -1.0921  0.1219
H  5.8485  0.1394  0.6500  0.0949
H  6.5472  -2.1465  -0.1069  0.1116
H  4.8718  -1.9693  -0.5623  0.1074
H  7.3246  -1.8608  -2.3597  0.1144
H  5.8920  -2.8398  -2.5500  0.1061
H  5.8721  -0.9717  -4.2060  0.1081
H  4.5444  -0.7936  -3.0829  0.1114
H  5.5729  1.4107  -3.2727  0.1158
H  7.1841  0.7583  -3.0491  0.1203
C  -1.7092  -1.8516  7.4477  -0.1481
C  -2.3771  -0.4688  7.6468  -0.1474
C  -2.5004  0.1634  6.2499  -0.1486
N  -2.2294  -0.9137  5.2666  -0.1144
C  -2.1681  -0.6892  3.8590  -0.1709
C  -1.2286  0.1869  3.2873  0.0234
C  -1.1934  0.3887  1.9345  0.0115
C  -2.1090  -0.2533  1.0678  -0.1852
C  -2.0802  0.0400  -0.3184  0.1313
C  -3.0690  -0.2598  -1.2847  -0.1871
C  -4.3870  -0.6592  -0.9554  -0.0006
C  -5.2709  -1.0537  -1.9199  0.0179
C  -4.9117  -1.0307  -3.2772  -0.1801
N  -5.8298  -1.4673  -4.2784  -0.1098
C  -6.0089  -2.9283  -4.5310  -0.1426
C  -7.4167  -3.1352  -5.1117  -0.1498
C  -8.1423  -1.7733  -5.0172  -0.1490
C  -7.1469  -0.7833  -4.3954  -0.1499
C  -3.6421  -0.5381  -3.6242  0.0290
C  -2.7534  -0.1531  -2.6601  0.0119
C  -2.9949  -1.1925  1.6499  -0.0024
C  -3.0346  -1.3880  3.0035  0.0288
C  -1.4901  -2.0174  5.9344  -0.1424
H  -0.7646  -1.9297  7.9988  0.1104
H  -2.3494  -2.6531  7.8340  0.1089
H  -3.3661  -0.5789  8.1066  0.1090
H  -1.8001  0.1709  8.3245  0.1104
H  -3.4982  0.5776  6.0659  0.1181
H  -1.7793  0.9703  6.0923  0.1067
H  -0.5229  0.6816  3.9337  0.1232
H  -0.4627  1.0558  1.5123  0.1064
H  -1.1934  0.5321  -0.6816  0.1350
H  -4.7221  -0.5947  0.0634  0.1109
H  -6.2555  -1.4064  -1.6609  0.1276
H  -5.2250  -3.2731  -5.2142  0.1143
H  -5.8670  -3.4677  -3.5885  0.1101
H  -7.3599  -3.4771  -6.1519  0.1097
H  -7.9601  -3.9183  -4.5692  0.1092
H  -8.4609  -1.4288  -6.0078  0.1095
H  -9.0571  -1.8442  -4.4165  0.1091
H  -7.4606  -0.4474  -3.4020  0.1036
H  -7.0198  0.1168  -5.0066  0.1165
H  -3.3852  -0.4683  -4.6685  0.1267
H  -1.7880  0.2289  -2.9442  0.1248
H  -3.5940  -1.8188  1.0145  0.1105
H  -3.7414  -2.0712  3.4466  0.1283
H  -0.4345  -1.9349  5.6580  0.1137
H  -1.8487  -2.9823  5.5598  0.1155

> HOMO-LUMO gap of number 1 (C29H50BiN4O)?

8.034 eV

> Look up the HOMO-LUMO gap of the second one.

3.786 eV

> The lowest HOMO-LUMO gap belongs to which entry?

C33H44N3O2

> HOMO-LUMO gap of number 2 (C33H44N3O2)?

3.786 eV